{"formula": "C15H34N2O5PSi", "method": "ωB97M-V with the def2-TZVPD basis set", "e_above_lowest_kj_mol": 0.0, "homo_energy_ha": -0.06367, "energy_ev": -46491.577, "largest_force_ha_per_bohr": 0.016, "charge": -1, "species": ["C", "C", "O", "N", "C", "C", "C", "C", "Si", "P", "O", "O", "O", "H", "H", "H", "H", "H", "H", "H", "H", "H", "H", "H", "H", "H", "H", "H", "H", "C", "C", "C", "C", "C", "C", "N", "O", "C", "C", "C", "H", "H", "H", "H", "H", "H", "H", "H", "H", "H", "H", "H", "H", "H", "H", "H", "H", "H"], "coordinates": [[-3.624, 3.373, -4.871], [-3.738, 1.890, -5.120], [-4.728, 1.257, -4.830], [-2.590, 1.284, -5.717], [-1.685, 0.759, -4.674], [-0.447, 0.154, -5.308], [0.650, -0.326, -4.316], [0.480, 0.077, -2.840], [1.963, -0.415, -1.747], [3.281, 1.422, -1.559], [4.532, 1.162, -0.837], [3.581, 1.948, -3.076], [2.449, 2.618, -0.866], [-2.599, 3.721, -4.974], [-4.009, 3.587, -3.873], [-4.265, 3.900, -5.580], [-2.925, 0.522, -6.299], [-2.201, -0.003, -4.076], [-1.445, 1.590, -4.007], [-0.017, 0.852, -6.031], [-0.763, -0.721, -5.885], [0.681, -1.418, -4.346], [1.627, 0.013, -4.673], [0.379, 1.169, -2.787], [-0.430, -0.346, -2.411], [2.763, -1.470, -2.408], [1.492, -0.796, -0.395], [2.872, 1.662, -3.665], [1.495, 2.485, -0.928], [2.234, -1.895, 4.761], [1.051, -2.049, 3.787], [-0.217, -2.367, 4.595], [-0.787, -1.185, 5.385], [-0.483, 0.168, 4.723], [-0.187, 0.082, 3.222], [0.944, -0.799, 3.020], [1.280, -0.918, 1.665], [0.233, 1.478, 2.756], [-1.463, -0.308, 2.446], [1.331, -3.251, 2.891], [3.143, -1.692, 4.194], [2.392, -2.803, 5.359], [2.071, -1.060, 5.446], [-0.983, -2.733, 3.906], [-0.011, -3.204, 5.272], [-1.869, -1.316, 5.479], [-0.399, -1.186, 6.408], [-1.319, 0.855, 4.895], [0.385, 0.628, 5.206], [1.173, 1.761, 3.232], [-0.533, 2.219, 3.019], [0.379, 1.491, 1.677], [-2.261, 0.423, 2.621], [-1.842, -1.289, 2.735], [-1.245, -0.332, 1.378], [1.437, -4.147, 3.515], [2.248, -3.110, 2.324], [0.517, -3.412, 2.184]], "forces_ev_per_angstrom": [[-0.012, -0.099, 0.405], [-0.055, -0.251, 0.167], [0.146, 0.263, -0.425], [-0.287, 0.062, -0.139], [-0.053, 0.102, -0.174], [0.333, -0.211, 0.025], [-0.315, -0.163, 0.194], [0.331, 0.249, -0.358], [-0.581, -0.078, 0.572], [0.596, -0.433, 0.391], [0.056, 0.239, -0.252], [-0.238, -0.051, 0.092], [-0.169, -0.092, -0.318], [-0.039, 0.023, -0.026], [0.040, 0.063, -0.050], [0.075, -0.065, -0.083], [0.010, -0.185, 0.234], [0.015, 0.092, 0.085], [0.091, -0.043, -0.032], [-0.127, 0.120, 0.096], [-0.046, 0.125, -0.109], [0.142, 0.040, -0.036], [-0.019, -0.064, -0.048], [-0.093, -0.043, 0.138], [0.024, -0.007, -0.009], [0.069, 0.105, -0.149], [0.120, 0.049, 0.068], [0.044, 0.140, -0.093], [-0.004, 0.062, 0.159], [0.064, -0.115, 0.082], [-0.070, -0.055, 0.251], [-0.210, -0.026, 0.021], [-0.013, 0.020, -0.048], [0.022, -0.031, 0.191], [-0.229, -0.057, 0.118], [0.478, 0.241, -0.083], [-0.186, -0.003, -0.341], [-0.124, 0.194, -0.052], [-0.136, 0.019, -0.064], [0.032, -0.147, -0.051], [-0.033, 0.061, -0.032], [-0.019, -0.006, -0.034], [-0.021, 0.022, -0.030], [0.066, 0.005, -0.066], [0.043, 0.014, 0.000], [0.003, -0.015, 0.011], [0.037, 0.019, -0.015], [0.001, 0.022, -0.090], [0.069, -0.059, -0.068], [0.024, -0.051, -0.014], [-0.018, -0.034, -0.001], [0.070, -0.092, 0.006], [0.029, 0.016, 0.008], [0.011, 0.003, 0.003], [0.109, -0.073, 0.022], [-0.041, 0.028, 0.040], [-0.040, 0.076, -0.045], [0.028, 0.073, -0.043]], "nbo_charge": [-0.725, 0.712, -0.562, -0.684, -0.214, -0.407, -0.388, -0.852, 0.645, 1.961, -1.080, -0.988, -0.980, 0.226, 0.237, 0.242, 0.371, 0.186, 0.195, 0.206, 0.197, 0.208, 0.188, 0.203, 0.242, -0.150, -0.001, 0.483, 0.498, -0.608, 0.110, -0.407, -0.406, -0.393, 0.112, -0.227, -0.863, -0.593, -0.643, -0.599, 0.218, 0.170, 0.194, 0.195, 0.192, 0.190, 0.191, 0.190, 0.200, 0.212, 0.170, 0.217, 0.179, 0.192, 0.226, 0.171, 0.232, 0.210]}

{"formula": "C15H34N5O14P2", "method": "ωB97M-V with the def2-TZVPD basis set", "e_above_lowest_kj_mol": 0.0, "homo_energy_ha": -0.42635, "energy_ev": -70801.356, "largest_force_ha_per_bohr": 0.070, "charge": 1, "species": ["O", "O", "O", "O", "O", "O", "O", "O", "O", "O", "O", "O", "O", "O", "C", "C", "C", "N", "N", "N", "N", "N", "C", "C", "C", "C", "C", "C", "C", "C", "C", "C", "C", "C", "P", "P", "H", "H", "H", "H", "H", "H", "H", "H", "H", "H", "H", "H", "H", "H", "H", "H", "H", "H", "H", "H", "H", "H", "H", "H", "H", "H", "H", "H", "H", "H", "H", "H", "H", "H"], "coordinates": [[5.869, 3.255, -0.902], [3.224, 5.443, 3.434], [1.778, -4.706, -1.682], [-6.225, -0.879, 0.539], [-4.839, -3.511, 0.641], [-3.197, -4.792, -4.215], [-4.859, -1.953, -4.012], [-3.058, -2.658, -1.361], [1.571, -2.452, -0.734], [1.520, -4.565, 0.744], [-3.780, -1.065, 0.783], [-4.878, 0.998, -0.269], [-0.522, -3.989, -0.764], [-4.914, -1.230, -1.595], [5.299, 3.387, 0.166], [3.768, 5.323, 2.343], [-0.550, -0.176, 0.661], [-1.433, 0.560, 1.269], [4.837, 6.044, 1.986], [0.749, -0.076, 0.855], [4.095, 3.970, 0.191], [-0.987, -1.064, -0.169], [5.960, 2.861, 1.427], [5.498, 7.026, 2.845], [-0.991, -3.820, -2.114], [-5.264, -3.571, -0.740], [1.449, 0.838, 1.772], [1.929, 2.091, 1.033], [-2.523, -3.771, -2.094], [-3.144, -3.573, -3.468], [-4.541, -3.046, -3.139], [-4.460, -2.594, -1.655], [2.637, 3.042, 2.008], [3.207, 4.308, 1.330], [1.089, -3.955, -0.631], [-4.963, -0.555, -0.128], [-5.419, -4.072, 1.197], [-3.590, -4.639, -5.097], [-5.138, -1.203, -3.443], [2.508, -2.640, -0.912], [1.332, -5.501, 0.599], [-4.110, -1.986, 0.897], [-5.795, 1.174, -0.515], [-1.144, 1.256, 1.928], [-2.412, 0.332, 1.149], [5.220, 5.884, 1.068], [1.313, -0.731, 0.330], [3.780, 4.241, -0.731], [-1.977, -1.265, -0.232], [-0.331, -1.671, -0.628], [7.021, 2.717, 1.225], [5.855, 3.559, 2.252], [5.520, 1.903, 1.692], [5.833, 6.546, 3.768], [6.361, 7.457, 2.334], [4.799, 7.824, 3.104], [-0.597, -2.899, -2.560], [-0.670, -4.661, -2.740], [-6.331, -3.332, -0.814], [-5.139, -4.599, -1.095], [2.315, 0.324, 2.194], [0.797, 1.127, 2.598], [2.615, 1.784, 0.244], [1.076, 2.603, 0.585], [-2.874, -4.716, -1.662], [-2.581, -2.815, -4.024], [-5.290, -3.836, -3.258], [1.912, 3.346, 2.765], [3.438, 2.509, 2.520], [2.352, 4.837, 0.908]], "forces_ev_per_angstrom": [[0.059, -0.037, -0.259], [0.037, -0.117, -0.404], [-0.333, -0.067, -0.543], [-0.432, -0.411, -0.426], [-0.030, -0.207, -0.468], [0.100, 0.341, 0.185], [-0.082, -0.228, 0.892], [-0.081, 0.087, 0.252], [-0.011, 0.429, 1.101], [-1.104, 0.850, 0.867], [0.687, 0.778, -1.201], [1.317, 0.045, -0.960], [1.446, 0.666, 0.732], [1.578, -0.429, 0.905], [1.660, -0.871, -0.211], [-0.143, -0.231, 1.076], [0.999, 0.132, 0.412], [-0.918, 1.274, 0.995], [0.639, 0.162, -0.793], [1.137, 0.248, 0.607], [-1.851, 1.155, 0.780], [-0.637, -1.530, -1.616], [-0.183, 0.378, -0.087], [-0.401, -0.137, 0.175], [-1.072, 0.289, -0.478], [-0.215, 0.130, 0.351], [-0.107, 0.426, -0.634], [0.354, 0.180, 0.454], [0.354, -0.463, -0.214], [-0.310, -0.823, -0.779], [-0.549, 1.306, -0.630], [0.205, -0.761, -0.159], [-0.117, 0.148, -0.065], [0.249, -0.588, -0.501], [-0.174, -2.498, -2.280], [-3.138, -0.528, 1.654], [0.377, 0.645, -0.514], [0.321, 0.102, 0.647], [0.153, -0.540, -0.646], [0.315, 0.742, -0.390], [0.346, -0.506, 0.532], [0.346, -0.946, 0.876], [-0.305, 0.872, 0.105], [-0.194, 0.127, 0.136], [0.201, 0.191, 0.280], [-0.033, 0.045, 0.065], [-0.048, 0.127, 0.114], [0.073, 0.001, 0.082], [0.163, -0.209, -0.152], [-0.293, 0.105, 0.005], [-0.188, 0.000, -0.106], [-0.107, -0.060, 0.252], [-0.041, -0.086, 0.129], [-0.045, 0.080, -0.057], [-0.202, -0.186, -0.057], [0.104, -0.065, 0.029], [0.037, -0.010, 0.126], [-0.104, 0.150, 0.206], [0.177, 0.163, -0.068], [0.213, 0.184, -0.164], [-0.233, -0.142, 0.018], [-0.004, -0.218, 0.047], [-0.071, 0.046, -0.153], [-0.045, -0.023, -0.169], [-0.045, 0.049, 0.074], [-0.197, 0.092, 0.110], [0.121, 0.010, -0.026], [0.212, 0.150, 0.102], [0.063, -0.005, 0.107], [-0.001, 0.013, -0.269]], "nbo_charge": [-0.613, -0.628, -1.114, -1.115, -0.752, -0.715, -0.703, -0.563, -1.015, -0.953, -1.028, -0.958, -0.800, -0.810, 0.664, 0.652, 0.670, -0.765, -0.602, -0.571, -0.638, -0.774, -0.719, -0.415, -0.094, -0.131, -0.213, -0.408, 0.054, 0.068, 0.043, 0.497, -0.404, -0.124, 2.511, 2.521, 0.516, 0.493, 0.494, 0.541, 0.525, 0.550, 0.529, 0.416, 0.439, 0.406, 0.429, 0.416, 0.449, 0.413, 0.257, 0.227, 0.225, 0.213, 0.216, 0.216, 0.190, 0.249, 0.227, 0.200, 0.224, 0.199, 0.214, 0.202, 0.198, 0.197, 0.197, 0.237, 0.210, 0.231]}

{"formula": "C15H34NO3P", "method": "ωB97M-V with the def2-TZVPD basis set", "homo_energy_ha": -0.29995, "energy_ev": -33023.988, "smiles": "C1CCOC1.C1CCOC1.C1CCOC1.NCCCP", "largest_force_ha_per_bohr": 0.052, "charge": 0, "species": ["N", "C", "C", "C", "P", "H", "H", "H", "H", "H", "H", "H", "H", "H", "H", "C", "C", "C", "O", "C", "H", "H", "H", "H", "H", "H", "H", "H", "C", "C", "C", "O", "C", "H", "H", "H", "H", "H", "H", "H", "H", "C", "C", "C", "O", "C", "H", "H", "H", "H", "H", "H", "H", "H"], "coordinates": [[-4.487, 0.830, -4.217], [-3.515, 0.054, -3.309], [-4.188, -0.443, -1.899], [-3.616, 0.330, -0.557], [-3.360, 2.235, -0.858], [-3.978, 1.588, -4.735], [-5.270, 1.236, -3.659], [-2.544, 0.709, -3.190], [-3.203, -0.937, -3.896], [-3.969, -1.602, -1.718], [-5.359, -0.268, -1.986], [-2.676, -0.182, -0.073], [-4.503, 0.278, 0.240], [-2.219, 2.475, -1.706], [-4.519, 2.587, -1.688], [0.144, -1.340, 3.105], [-0.268, -2.787, 3.173], [-1.672, -2.744, 2.611], [-1.710, -1.664, 1.669], [-0.517, -0.883, 1.823], [1.226, -1.190, 3.103], [-0.277, -0.793, 3.957], [0.377, -3.388, 2.521], [-0.224, -3.210, 4.180], [-2.408, -2.531, 3.394], [-1.953, -3.677, 2.114], [0.123, -1.077, 0.955], [-0.772, 0.180, 1.837], [1.864, 0.437, -4.436], [0.932, 0.822, -5.555], [-0.391, 0.958, -4.833], [-0.093, 1.379, -3.495], [1.318, 1.242, -3.277], [2.915, 0.650, -4.646], [1.767, -0.635, -4.225], [1.232, 1.791, -5.971], [0.900, 0.095, -6.371], [-0.912, -0.003, -4.773], [-1.055, 1.686, -5.308], [1.752, 2.248, -3.255], [1.498, 0.763, -2.311], [4.938, 0.341, 5.085], [4.032, 1.416, 4.540], [3.453, 0.750, 3.311], [3.401, -0.657, 3.586], [4.156, -0.917, 4.778], [5.164, 0.454, 6.148], [5.884, 0.338, 4.531], [3.234, 1.628, 5.261], [4.548, 2.353, 4.315], [4.098, 0.896, 2.439], [2.451, 1.115, 3.070], [3.446, -1.148, 5.579], [4.802, -1.786, 4.622]], "forces_ev_per_angstrom": [[0.624, 0.028, 0.979], [0.533, -0.713, -0.597], [0.357, -0.199, 0.180], [-1.251, -0.370, -0.461], [-0.491, -0.243, 1.204], [-0.833, -0.975, 0.992], [1.179, -0.271, -0.664], [-1.872, -1.537, 0.273], [-0.604, 2.141, 1.168], [-0.680, 2.488, -0.636], [2.447, -0.463, 0.271], [-1.841, 1.102, -1.120], [2.106, 0.201, -1.540], [-0.829, -0.656, -0.180], [1.141, -0.567, 0.183], [0.262, 0.524, 0.337], [0.247, -0.553, -0.034], [-0.457, -0.033, -0.029], [0.211, -0.083, 0.188], [-0.024, 0.090, -0.350], [-0.168, -0.025, 0.021], [0.043, -0.013, -0.077], [-0.064, 0.022, 0.102], [-0.032, 0.029, -0.121], [-0.001, -0.094, 0.039], [-0.048, 0.153, -0.039], [0.076, 0.080, 0.013], [-0.091, -0.085, -0.069], [0.371, -0.515, 0.182], [0.022, 0.325, -0.585], [-0.384, -0.150, 0.122], [0.228, -0.100, -0.220], [-0.043, 0.335, 0.319], [-0.118, -0.020, 0.057], [0.060, 0.115, -0.005], [-0.047, -0.114, -0.007], [-0.034, 0.094, 0.096], [-0.020, 0.025, -0.120], [0.009, -0.025, 0.137], [0.089, -0.039, 0.042], [-0.128, 0.081, -0.042], [0.639, -0.099, 0.107], [-0.354, 0.510, 0.222], [-0.060, -0.090, -0.445], [0.253, 0.258, 0.187], [-0.255, -0.385, 0.081], [-0.025, -0.047, -0.125], [-0.078, -0.021, 0.105], [0.079, 0.030, -0.096], [-0.086, -0.110, 0.000], [-0.038, 0.099, -0.012], [0.043, -0.136, -0.022], [0.077, -0.039, 0.062], [-0.141, 0.040, -0.074]], "nbo_charge": [-0.870, -0.248, -0.429, -0.677, 0.193, 0.361, 0.358, 0.208, 0.183, 0.220, 0.206, 0.263, 0.233, 0.006, -0.017, -0.448, -0.429, -0.066, -0.547, -0.071, 0.250, 0.196, 0.201, 0.217, 0.164, 0.183, 0.164, 0.185, -0.431, -0.431, -0.072, -0.543, -0.066, 0.219, 0.202, 0.201, 0.220, 0.173, 0.183, 0.165, 0.185, -0.431, -0.432, -0.069, -0.545, -0.067, 0.220, 0.202, 0.202, 0.221, 0.167, 0.185, 0.166, 0.186]}